The following is a DFT calculation (ωB97M-V with the def2-TZVPD basis set) of a molecular structure, C22H24ClN2O4PtS4.

The geometry in XYZ format:
```
58
Properties=species:S:1:pos:R:3:mulliken_spin:R:1
Pt 0.940 0.746 -1.722 0.666
S 1.394 -1.055 -0.378 0.328
C 0.684 -0.618 1.116 0.206
N 0.592 -1.564 2.118 0.099
C 0.187 -1.170 3.444 -0.001
C -0.915 -0.145 3.327 0.025
N -0.411 0.981 2.574 0.085
C -1.077 2.254 2.802 0.023
C -2.500 2.313 2.279 -0.014
C -3.545 1.751 3.009 0.000
C -4.846 1.772 2.528 0.000
C -5.121 2.367 1.305 0.001
C -4.091 2.940 0.575 -0.007
C -2.790 2.914 1.058 0.020
C 0.218 0.704 1.363 0.183
S 0.501 1.966 0.251 0.346
C 0.949 -2.955 1.937 0.008
C -0.270 -3.845 2.006 -0.003
C -0.439 -4.786 3.011 0.004
C -1.590 -5.566 3.068 -0.002
C -2.582 -5.401 2.116 0.003
C -2.421 -4.458 1.105 -0.003
C -1.274 -3.685 1.051 0.000
H 1.031 -0.744 4.004 0.000
H -0.173 -2.050 3.980 0.000
H -1.231 0.202 4.313 0.001
H -1.781 -0.608 2.833 -0.008
H -0.478 3.034 2.339 -0.020
H -1.086 2.427 3.882 -0.002
H -3.341 1.298 3.973 0.000
H -5.644 1.327 3.109 0.000
H -6.134 2.383 0.923 0.000
H -4.294 3.402 -0.383 -0.001
H -1.981 3.335 0.474 -0.002
H 1.681 -3.256 2.697 0.004
H 1.426 -3.056 0.964 -0.007
H 0.339 -4.914 3.756 0.001
H -1.709 -6.296 3.858 0.000
H -3.481 -6.003 2.158 0.000
H -3.192 -4.327 0.357 0.000
H -1.141 -2.945 0.268 0.006
C 4.713 0.805 -6.199 0.000
C 4.627 1.327 -4.798 0.001
S 4.910 0.241 -3.434 0.000
C 4.302 2.561 -4.419 -0.001
C 3.905 3.706 -5.292 0.001
S 4.248 2.770 -2.670 0.002
H 4.913 -0.266 -6.212 0.000
H 5.504 1.301 -6.765 0.000
H 3.763 0.962 -6.715 0.000
H 4.319 3.595 -6.294 0.000
H 4.257 4.657 -4.887 0.000
H 2.816 3.760 -5.370 0.000
O 0.604 2.155 -3.531 0.012
Cl 1.244 1.158 -4.482 0.015
O 0.911 1.578 -5.846 0.005
O 0.565 -0.121 -4.167 0.031
O 3.998 1.144 -2.367 -0.004
```

Summary:
charge = -1
maximum force = 0.0077 Eh/bohr
ΔE to the lowest compared entry with this formula, charge and spin = 0.0 kcal per mole
HOMO level (alpha / beta) = -2.93 / -4.28 eV
HOMO-LUMO gap (alpha / beta) = 0.1985 / 0.2418 hartree
spin multiplicity = 3
DFT total energy = -93478.2171 eV



The following is a DFT calculation (ωB97M-V with the def2-TZVPD basis set) of C22H24N2 in the gas phase in a non-equilibrium geometry.

The geometry in XYZ format:
```
48
Properties=species:S:1:pos:R:3:lowdin_charge:R:1
C 3.431 -0.364 -0.997 -0.033
C 2.109 -0.875 -0.424 -0.273
C 1.991 -2.182 0.064 0.047
C 0.785 -2.986 0.559 -0.161
C -0.529 -2.552 0.552 -0.080
C -1.512 -3.133 1.292 -0.081
C -1.250 -4.197 2.185 -0.085
C 0.005 -4.744 2.178 -0.096
C 1.027 -4.127 1.430 -0.026
N 1.019 -0.046 -0.487 -0.002
C 0.449 0.579 0.678 -0.123
C -0.526 1.452 0.183 -0.105
C -0.614 1.318 -1.278 -0.112
C -1.520 1.861 -2.255 0.036
C -1.553 1.344 -3.594 -0.292
C -2.568 1.853 -4.564 -0.068
C -0.547 0.456 -3.983 -0.052
C 0.436 0.013 -3.053 0.017
C 0.337 0.362 -1.664 -0.137
C -1.353 2.349 1.071 -0.113
N -0.604 2.549 2.396 -0.237
C 0.155 3.751 2.661 -0.117
C -0.291 1.185 3.004 -0.125
C 0.791 0.492 2.110 -0.119
H 3.558 -0.576 -2.027 0.051
H 4.249 -0.781 -0.361 0.085
H 3.577 0.768 -0.937 0.105
H 2.949 -2.680 0.002 0.096
H -0.831 -1.679 0.047 0.092
H -2.534 -2.607 1.304 0.133
H -2.029 -4.530 2.807 0.085
H 0.323 -5.472 2.860 0.083
H 2.056 -4.528 1.553 0.111
H -2.260 2.582 -1.869 0.113
H -3.502 2.187 -4.105 0.080
H -2.017 2.605 -5.093 0.072
H -2.763 1.120 -5.383 0.088
H -0.454 0.198 -5.003 0.092
H 1.169 -0.707 -3.354 0.090
H -2.370 1.919 1.122 0.118
H -1.370 3.404 0.671 0.117
H 1.171 3.443 2.932 0.063
H 0.214 4.359 1.593 0.126
H -0.364 4.426 3.441 0.086
H 0.020 1.227 4.053 0.115
H -1.165 0.553 2.871 0.108
H 0.880 -0.503 2.462 0.089
H 1.824 0.915 2.352 0.137
```

Summary:
structure (SMILES) = C/C(=C/c1ccccc1)n1c2c(c3cc(C)ccc31)CN(C)CC2
maximum force = 0.0811 Eh/bohr
ΔE to the lowest compared entry with this formula, charge and spin = 25.2 kcal per mole
HOMO level = -7.43 eV
HOMO-LUMO gap = 0.2943 hartree
DFT total energy = -26181.0354 eV



The following is a DFT calculation (ωB97M-V with the def2-TZVPD basis set) of C22H24N2O in the gas phase.

The geometry in XYZ format:
```
49
Properties=species:S:1:pos:R:3:lowdin_charge:R:1
C -5.781 -1.301 -1.219 -0.061
C -4.482 -1.121 -0.490 -0.286
C -3.753 -2.213 -0.044 -0.051
C -2.558 -2.068 0.647 -0.006
C -2.089 -0.787 0.883 -0.195
C -2.815 0.323 0.438 -0.127
C -4.000 0.165 -0.236 0.013
C -2.082 1.583 0.824 -0.175
C -1.837 2.523 -0.356 -0.152
C -1.057 1.831 -1.476 -0.162
C 0.064 0.927 -0.941 -0.111
C 0.435 1.300 0.498 -0.223
C -0.763 1.040 1.425 -0.163
N -0.969 -0.386 1.571 -0.035
C 0.154 -1.229 1.853 -0.036
C 1.518 -0.569 1.710 -0.436
O 2.502 -1.076 2.212 0.082
N 1.589 0.570 0.985 -0.011
C 2.914 1.133 0.786 -0.088
C 3.858 0.212 0.050 -0.208
C 5.223 0.313 0.284 -0.042
C 6.116 -0.496 -0.393 -0.084
C 5.655 -1.422 -1.313 -0.096
C 4.296 -1.532 -1.549 -0.079
C 3.404 -0.717 -0.875 -0.038
H -5.928 -2.340 -1.501 0.072
H -6.616 -0.996 -0.587 0.080
H -5.805 -0.688 -2.119 0.076
H -4.125 -3.209 -0.236 0.108
H -2.018 -2.937 0.992 0.103
H -4.560 1.025 -0.576 0.123
H -2.649 2.121 1.591 0.152
H -1.294 3.402 -0.002 0.114
H -2.796 2.869 -0.744 0.113
H -1.745 1.226 -2.068 0.111
H -0.641 2.595 -2.135 0.110
H 0.947 1.010 -1.577 0.112
H -0.259 -0.116 -0.955 0.122
H 0.690 2.366 0.535 0.155
H -0.546 1.476 2.410 0.162
H 0.160 -2.093 1.176 0.137
H 0.100 -1.624 2.878 0.139
H 2.806 2.064 0.223 0.135
H 3.351 1.366 1.765 0.135
H 5.587 1.027 1.008 0.112
H 7.175 -0.408 -0.198 0.101
H 6.351 -2.060 -1.838 0.099
H 3.927 -2.257 -2.260 0.102
H 2.345 -0.820 -1.062 0.101
```

Summary:
structure (SMILES) = Cc1ccc2c(c1)[C@@H]1CCC[C@H]3[C@@H]1N2CC(=O)N3Cc1ccccc1
maximum force = 0.0116 Eh/bohr
ΔE to the lowest compared entry with this formula, charge and spin = 0.0 kcal per mole
HOMO level = -7.41 eV
HOMO-LUMO gap = 0.2966 hartree
DFT total energy = -28232.4747 eV



The following is a DFT calculation (ωB97M-V with the def2-TZVPD basis set) of C22H24N4O3S in the gas phase in a non-equilibrium geometry.

The geometry in XYZ format:
```
54
Properties=species:S:1:pos:R:3:lowdin_charge:R:1
C 1.486 3.033 -0.774 -0.053
C 1.938 2.330 -2.048 -0.306
C 3.060 1.309 -1.759 -0.061
C 2.441 -0.011 -2.104 -0.167
C 2.949 -1.283 -1.975 -0.038
C 2.174 -2.361 -2.387 -0.105
C 0.921 -2.150 -2.938 -0.082
C 0.399 -0.871 -3.073 -0.030
C 1.163 0.194 -2.629 -0.211
N 0.856 1.547 -2.654 -0.112
S -0.669 2.174 -2.829 0.695
O -0.532 3.587 -3.028 -0.274
O -1.357 1.414 -3.829 -0.261
C -1.490 1.888 -1.253 -0.240
C -1.964 2.958 -0.518 -0.051
C -2.593 2.723 0.693 -0.050
C -2.723 1.430 1.174 -0.017
C -2.239 0.356 0.433 -0.123
C -2.312 -1.069 0.868 -0.461
O -2.297 -1.991 0.075 0.070
N -2.379 -1.273 2.208 0.075
C -2.345 -2.604 2.765 -0.170
C -1.023 -2.931 3.466 -0.153
C 0.193 -2.832 2.539 -0.127
N 0.515 -1.474 2.185 -0.082
C 0.709 -0.432 3.050 -0.078
C 0.964 0.661 2.274 -0.135
N 0.936 0.311 0.962 0.080
C 0.669 -0.967 0.941 -0.162
C -1.639 0.597 -0.800 0.004
H 1.119 2.293 -0.066 0.049
H 2.330 3.563 -0.337 0.088
H 0.705 3.752 -1.002 0.057
H 2.249 3.080 -2.784 0.145
H 3.353 1.341 -0.709 0.118
H 3.945 1.497 -2.369 0.123
H 3.935 -1.440 -1.562 0.113
H 2.557 -3.366 -2.288 0.096
H 0.334 -2.994 -3.269 0.105
H -0.565 -0.706 -3.527 0.101
H -1.842 3.956 -0.910 0.115
H -2.984 3.550 1.267 0.108
H -3.233 1.267 2.113 0.111
H -2.266 -0.496 2.838 0.129
H -2.502 -3.286 1.925 0.122
H -3.169 -2.720 3.477 0.121
H -0.887 -2.265 4.321 0.101
H -1.084 -3.952 3.846 0.115
H -0.002 -3.377 1.612 0.134
H 1.060 -3.286 3.036 0.128
H 0.674 -0.549 4.113 0.110
H 1.167 1.670 2.574 0.098
H 0.585 -1.557 0.052 0.128
H -1.291 -0.237 -1.386 0.105
```

Summary:
structure (SMILES) = C[C@H]1Cc2ccccc2N1S(=O)(=O)c1cccc(C(=O)NCCCn2ccnc2)c1
maximum force = 0.0234 Eh/bohr
ΔE to the lowest compared entry with this formula, charge and spin = 27.2 kcal per mole
HOMO level = -8.00 eV
HOMO-LUMO gap = 0.3099 hartree
DFT total energy = -46142.4853 eV